Model a:
ORCA calculation (the ωB97M-V functional and the def2-TZVPD basis) on 2 unconnected molecules or ions with the total composition C3H6F2O.

**Orbital gap (alpha / beta)**: 8.942 / 8.558 eV
**LUMO (alpha / beta)**: 0.724 / 0.788 eV

XYZ file:
```
12
Properties=species:S:1:pos:R:3:lowdin_charge:R:1
C -0.963 0.132 1.251 -0.015
C 1.673 -0.867 -0.553 -0.027
C -0.633 0.386 -0.259 -0.406
O -0.450 1.666 -0.595 0.072
F 2.117 -0.760 -1.852 -0.103
F -1.506 -0.278 -1.107 0.019
H -0.267 0.383 2.076 0.093
H -1.954 0.522 1.374 0.068
H -1.110 -0.902 1.428 0.053
H 1.317 -1.828 -0.333 0.033
H 2.232 -0.122 0.126 0.093
H -0.457 1.669 -1.557 0.119
```

***

Model b:
ORCA calculation (the ωB97M-V functional and the def2-TZVPD basis) on a single C3H6F2O molecule.

**Orbital gap**: 11.676 eV
**LUMO**: 0.941 eV

XYZ file:
```
12
Properties=species:S:1:pos:R:3:lowdin_charge:R:1
C 0.494 1.157 0.326 -0.007
C 0.299 -0.204 -0.504 -0.388
O 1.300 -1.114 -0.279 0.011
C -1.052 -0.726 -0.219 -0.410
F -1.112 -0.749 1.159 0.016
F -1.979 0.119 -0.601 0.107
H -0.153 2.013 -0.102 0.109
H 1.489 1.491 0.315 0.046
H 0.210 1.031 1.392 0.082
H 0.198 -0.036 -1.562 0.145
H 1.553 -1.186 0.642 0.105
H -1.247 -1.797 -0.568 0.185
```

***

Which of them is the most stable, and which is the least stable? model b and model a, in that order.

***

Model a:
ORCA calculation (the ωB97M-V functional and the def2-TZVPD basis) on 37 unconnected molecules or ions with the total composition F6H72O36P.

**Net charge**: -1
**Orbital gap**: 10.865 eV
**LUMO**: 1.885 eV

XYZ file:
```
115
Properties=species:S:1:pos:R:3:lowdin_charge:R:1
P 11.895 13.659 12.631 0.226
F 13.163 14.016 13.448 -0.096
F 11.462 15.219 12.578 -0.126
F 12.706 13.834 11.258 -0.126
F 10.542 13.275 11.700 -0.184
F 12.275 12.025 12.747 -0.166
F 10.967 13.490 13.929 -0.126
O 14.450 18.646 8.446 -0.082
H 14.240 18.185 9.259 -0.032
H 15.127 18.059 8.040 0.050
O 13.425 11.178 9.999 -0.096
H 13.603 10.332 9.564 0.044
H 12.440 11.207 10.263 0.053
O 10.798 10.498 10.720 -0.067
H 10.407 11.318 11.037 0.029
H 10.686 9.685 11.290 0.052
O 13.017 9.587 7.307 -0.073
H 13.710 9.482 6.661 0.040
H 12.718 10.506 7.164 -0.016
O 11.191 15.608 9.245 -0.053
H 10.844 15.554 10.152 0.050
H 10.462 16.031 8.722 0.059
O 7.300 9.359 13.268 -0.056
H 7.662 9.958 13.924 -0.011
H 7.428 9.725 12.374 0.049
O 11.009 9.546 17.045 -0.103
H 11.259 9.276 16.125 -0.015
H 11.251 8.861 17.708 0.064
O 9.337 16.782 14.345 -0.063
H 9.607 16.154 15.028 -0.005
H 10.087 17.098 13.794 0.033
O 14.253 16.479 14.786 -0.067
H 13.944 15.769 15.428 0.059
H 13.537 16.907 14.280 0.043
O 12.140 20.749 10.416 -0.058
H 12.151 21.165 9.555 0.033
H 12.435 19.843 10.218 0.014
O 12.924 17.426 10.280 -0.109
H 12.372 16.674 9.878 0.054
H 13.692 16.893 10.577 0.012
O 9.613 18.289 11.250 -0.037
H 10.347 18.207 11.847 -0.032
H 9.832 19.145 10.867 0.029
O 6.865 15.483 10.141 -0.093
H 7.545 16.153 9.922 0.039
H 7.217 15.329 11.063 0.026
O 14.095 9.168 12.994 -0.037
H 14.732 9.383 13.693 0.076
H 13.886 10.025 12.623 0.032
O 9.369 14.853 16.168 -0.046
H 8.870 14.015 16.008 0.066
H 10.201 14.476 16.465 0.033
O 7.579 12.867 9.463 -0.077
H 7.505 12.581 10.387 0.013
H 7.461 13.858 9.494 0.029
O 14.914 15.702 10.970 -0.087
H 14.209 15.048 11.235 0.039
H 15.510 15.706 11.798 0.063
O 13.105 7.145 11.284 -0.055
H 13.795 6.559 10.989 0.035
H 13.614 7.820 11.789 0.011
O 14.754 12.222 14.659 -0.062
H 15.630 12.501 14.334 0.024
H 14.210 12.456 13.895 0.003
O 12.422 12.098 6.645 -0.073
H 12.973 12.713 7.178 0.031
H 11.498 12.395 6.885 0.058
O 9.783 13.242 7.952 -0.102
H 10.401 13.740 8.534 0.029
H 9.113 12.861 8.613 0.041
O 11.421 9.032 14.560 -0.032
H 10.762 8.881 13.861 0.039
H 12.307 9.117 14.197 0.033
O 16.460 11.516 10.219 -0.004
H 16.530 12.103 9.501 0.017
H 15.582 11.191 10.168 -0.008
O 8.737 15.832 7.728 -0.045
H 8.965 14.923 7.464 0.023
H 8.462 16.289 6.944 0.043
O 17.210 12.507 12.980 -0.054
H 17.008 12.152 12.119 -0.008
H 17.131 13.478 12.961 0.026
O 12.117 17.943 12.818 -0.063
H 12.233 18.892 12.949 0.068
H 12.445 17.722 11.933 -0.008
O 8.440 11.468 14.930 -0.045
H 9.135 11.457 15.614 0.046
H 8.813 12.050 14.270 0.017
O 11.386 12.295 16.591 -0.066
H 11.176 11.428 17.039 0.038
H 11.581 12.026 15.696 0.013
O 7.361 12.340 12.465 -0.042
H 7.257 13.240 12.722 0.012
H 6.860 11.795 13.113 0.057
O 10.015 8.209 12.190 -0.042
H 10.150 7.683 11.415 0.010
H 9.079 8.119 12.447 0.059
O 13.877 14.118 16.579 -0.072
H 13.089 13.564 16.501 0.004
H 14.501 13.857 15.871 0.019
O 10.571 6.718 9.587 -0.083
H 10.511 7.497 8.977 0.018
H 11.478 6.834 9.908 0.000
O 16.344 15.641 13.587 -0.067
H 16.890 16.432 13.599 0.055
H 15.541 15.902 14.068 -0.034
O 8.430 15.104 12.442 -0.050
H 9.048 14.385 12.357 -0.008
H 8.828 15.612 13.163 -0.002
O 14.313 13.398 8.550 -0.079
H 14.766 14.049 9.094 0.015
H 13.972 12.774 9.255 0.014
O 10.178 9.161 8.077 -0.070
H 10.400 9.724 8.833 0.008
H 10.965 9.249 7.485 0.036
```

***

Model b:
ORCA calculation (the ωB97M-V functional and the def2-TZVPD basis) on 37 unconnected molecules or ions with the total composition F6H72O36P.

**Net charge**: -1
**Orbital gap**: 8.947 eV
**LUMO**: 1.379 eV

XYZ file:
```
115
Properties=species:S:1:pos:R:3:lowdin_charge:R:1
P 17.522 5.260 19.736 0.259
F 15.930 5.286 20.096 -0.134
F 17.507 3.737 20.211 -0.123
F 17.243 4.807 18.181 -0.162
F 19.155 5.162 19.455 -0.156
F 17.462 6.774 19.105 -0.169
F 17.792 5.844 21.224 -0.132
O 15.041 5.241 25.524 -0.080
H 15.184 5.589 24.644 -0.045
H 15.920 5.078 25.864 0.007
O 13.735 8.107 21.482 -0.052
H 13.023 7.822 20.909 0.001
H 14.435 8.367 20.883 -0.018
O 17.951 -0.242 21.276 -0.021
H 18.051 -1.098 20.861 0.070
H 18.600 -0.239 21.980 0.057
O 14.451 3.686 18.101 -0.037
H 13.863 4.401 17.859 0.053
H 15.329 4.056 18.009 0.011
O 15.339 -0.175 20.518 -0.055
H 16.259 -0.063 20.756 -0.036
H 15.313 -0.014 19.575 -0.014
O 21.008 3.566 16.482 -0.040
H 20.608 2.709 16.335 0.000
H 21.629 3.422 17.196 -0.005
O 15.833 9.354 23.483 -0.026
H 15.004 9.569 23.910 0.065
H 15.591 8.758 22.774 0.023
O 15.923 1.781 15.543 -0.025
H 16.281 2.616 15.240 0.024
H 15.889 1.235 14.758 0.065
O 22.006 5.164 19.814 -0.026
H 21.263 5.075 19.218 0.017
H 22.776 5.066 19.254 0.054
O 18.188 3.570 14.878 -0.027
H 17.948 4.430 15.226 0.025
H 18.673 3.763 14.076 0.062
O 15.502 8.566 19.567 -0.030
H 16.052 9.212 19.124 0.031
H 16.048 7.781 19.618 0.035
O 23.066 2.531 18.160 -0.040
H 23.180 1.932 17.422 0.051
H 22.987 1.960 18.924 0.049
O 17.393 6.609 24.800 -0.047
H 18.288 6.752 25.108 0.041
H 17.392 5.710 24.474 -0.022
O 21.913 7.860 16.671 -0.066
H 21.329 7.339 16.120 -0.025
H 21.364 8.139 17.404 -0.021
O 17.318 3.743 23.918 -0.038
H 16.539 3.383 23.494 0.022
H 17.891 3.995 23.194 0.029
O 17.172 9.991 15.447 -0.043
H 16.915 9.800 16.349 -0.010
H 18.124 10.087 15.483 0.034
O 21.488 1.553 22.653 -0.031
H 20.610 1.240 22.873 0.039
H 22.078 0.946 23.100 0.047
O 18.572 1.271 18.725 -0.038
H 18.421 1.335 19.668 0.027
H 18.769 2.167 18.452 0.049
O 21.421 8.049 19.603 -0.035
H 22.049 8.454 20.201 0.071
H 21.591 7.110 19.679 0.012
O 17.283 10.380 18.337 -0.028
H 16.678 11.078 18.082 0.093
H 18.070 10.840 18.628 0.095
O 20.370 6.044 14.934 -0.032
H 20.495 5.193 15.355 0.018
H 20.994 6.048 14.209 0.078
O 17.759 6.685 15.262 -0.061
H 18.659 6.511 14.985 -0.010
H 17.835 7.412 15.880 0.000
O 19.425 1.045 15.902 -0.045
H 19.045 1.775 15.413 -0.007
H 18.761 0.822 16.554 0.022
O 15.000 1.965 22.235 -0.048
H 15.679 2.081 21.570 0.006
H 14.225 2.384 21.861 0.000
O 15.136 0.909 17.887 -0.064
H 15.092 1.628 18.517 0.008
H 15.326 1.335 17.050 -0.034
O 15.091 5.984 22.899 -0.042
H 14.387 6.477 22.477 0.009
H 15.829 6.052 22.294 0.012
O 22.345 4.249 22.941 -0.064
H 22.471 3.301 22.901 -0.017
H 22.088 4.495 22.052 -0.007
O 19.248 8.366 21.189 -0.044
H 18.997 7.452 21.056 0.000
H 19.907 8.534 20.515 -0.008
O 13.626 7.916 17.774 -0.064
H 14.280 8.080 18.453 -0.023
H 14.119 7.519 17.056 -0.012
O 20.856 -0.106 18.947 -0.066
H 19.948 0.194 19.005 -0.036
H 20.871 -0.676 18.178 0.028
O 17.618 10.546 21.964 -0.088
H 16.999 10.187 22.600 -0.043
H 17.899 9.790 21.449 -0.032
O 12.205 4.756 23.431 -0.048
H 12.445 4.138 24.122 0.035
H 12.538 5.600 23.737 0.020
O 18.801 8.408 17.254 -0.037
H 18.273 9.075 17.694 -0.015
H 18.764 7.650 17.837 0.032
O 12.894 2.968 20.402 -0.038
H 12.547 3.849 20.547 0.029
H 13.509 3.069 19.676 -0.010
O 11.661 7.270 19.638 -0.046
H 11.840 7.645 18.776 0.016
H 11.624 6.325 19.487 0.040
O 15.116 6.202 16.193 -0.033
H 16.027 6.449 16.031 0.002
H 14.905 5.588 15.490 0.058
```

***

Which of them is the most stable, and which is the least stable? model a and model b, in that order.

***

Model a:
ORCA calculation (the ωB97M-V functional and the def2-TZVPD basis) on a molecular structure, C3H6NO.

**Net charge**: +1
**Orbital gap**: 12.513 eV
**LUMO**: -3.677 eV

XYZ file:
```
11
Properties=species:S:1:pos:R:3:lowdin_charge:R:1
C -1.043 -0.418 -0.695 -0.037
C 0.102 -0.718 0.226 -0.077
C -0.174 0.612 0.740 -0.179
N 1.113 0.331 -0.013 0.189
O -1.273 0.887 -0.075 0.031
H -0.676 -0.294 -1.726 0.153
H -1.885 -1.040 -0.598 0.138
H 0.462 -1.627 0.509 0.141
H 0.008 1.271 1.778 0.249
H 1.916 0.222 0.685 0.221
H 1.448 0.775 -0.831 0.171
```

***

Model b:
ORCA calculation (the ωB97M-V functional and the def2-TZVPD basis) on a molecular structure, C3H6NO.

**Net charge**: +1
**Orbital gap**: 9.022 eV
**LUMO**: -5.719 eV

XYZ file:
```
11
Properties=species:S:1:pos:R:3:lowdin_charge:R:1
C -1.028 1.017 -0.044 0.082
C 0.153 0.021 -0.437 -0.306
C -0.969 -0.990 -0.146 0.057
N 1.244 -0.215 0.369 0.094
O -1.835 -0.250 0.329 0.153
H -0.934 1.848 0.758 0.176
H -1.566 1.424 -0.951 0.154
H 0.382 0.106 -1.495 0.164
H -1.010 -2.059 -0.202 0.167
H 1.822 -0.938 -0.111 0.139
H 1.279 -0.238 1.378 0.120
```

***

Which of them is the most stable, and which is the least stable? model b and model a, in that order.

***

Model a:
ORCA calculation (the ωB97M-V functional and the def2-TZVPD basis) on 2 unconnected molecules or ions with the total composition C3H7NSi.

**Orbital gap**: 9.296 eV
**LUMO**: -0.435 eV

XYZ file:
```
12
Properties=species:S:1:pos:R:3:lowdin_charge:R:1
C 1.462 1.284 1.723 -0.394
C -0.780 -0.984 -1.305 -0.161
C 0.326 -0.665 -0.280 -0.388
N 2.167 1.162 2.603 0.088
Si 0.153 1.147 0.463 0.660
H -0.769 -1.996 -1.431 0.043
H -1.704 -0.652 -0.931 0.029
H -0.479 -0.370 -2.070 0.040
H 1.338 -0.780 -0.768 0.086
H 0.144 -1.039 0.729 0.027
H -1.720 0.442 1.401 0.046
H -0.138 2.452 -0.133 -0.075
```

***

Model b:
ORCA calculation (the ωB97M-V functional and the def2-TZVPD basis) on 2 unconnected molecules or ions with the total composition C3H7NSi.

**Orbital gap (alpha / beta)**: 7.766 / 8.759 eV
**LUMO (alpha / beta)**: 0.387 / 0.919 eV

XYZ file:
```
12
Properties=species:S:1:pos:R:3:lowdin_charge:R:1
C 0.414 0.285 -0.354 -0.009
C -0.024 -0.923 -0.443 -0.421
C -0.165 2.092 2.097 -0.038
N 0.351 3.207 2.133 0.048
Si -0.126 -2.265 -1.809 0.633
H 1.170 0.880 -0.713 -0.004
H -0.829 -1.119 0.404 0.071
H -0.741 1.415 2.614 0.005
H 0.324 3.971 2.736 0.021
H -1.308 -3.069 -1.869 -0.099
H 1.052 -3.107 -1.931 -0.097
H -0.119 -1.366 -2.866 -0.110
```

***

Which of them is the most stable, and which is the least stable? model a and model b, in that order.